This record from the Open Molecules 2025 dataset describes C5H9NO2 as an isolated structure in a non-equilibrium geometry. The level of theory is ωB97M-V/def2-TZVPD.

Computed properties:
maximum force: 9.7 eV Å⁻¹
frontier orbital gap: 8.148 eV
HOMO level: -8.27 eV
E: -400.7258 a.u.

ORCA input file:
```
! wB97M-V def2-TZVPD RIJCOSX def2/J DEFGRID3
* xyz 0 1
C -1.4234 0.1031 -0.4651
C -0.2284 -0.5811 -0.4231
C 1.8432 -0.7075 -0.3038
C 1.1359 0.2198 0.8380
C -0.1203 0.8495 0.1688
H -2.6759 -0.6295 0.9903
H -3.1644 -0.9618 -0.7181
H -1.2402 0.9400 -1.3800
H -0.0836 -0.9545 0.7207
H 2.8192 -0.3236 -0.6217
H 1.8705 -1.6449 0.4481
H 1.6556 1.1465 1.2954
H 0.5406 -0.3949 1.5471
H 0.8027 2.6841 -0.1295
N -2.7348 -0.2734 0.0485
O 0.6849 -1.0655 -1.0774
O 0.3183 1.5936 -0.9379
*
```

And the natural (NBO) charges, in e, turn out to be: -0.014 0.111 -0.114 -0.436 0.082 0.377 0.380 0.264 0.080 0.231 0.177 0.210 0.216 0.427 -0.844 -0.457 -0.691